Density functional theory data (wB97M-V/def2-TZVPD) for a 12-piece molecular cluster, C52H59Cl2N9O6 overall in a non-equilibrium geometry.

Last column: Löwdin charge in e.
Geometry (Å):
Cl: -15.82273 -12.03955 -2.34357  0.475
Cl: -14.40102 -12.40880 0.17532  0.547
O: -16.47420 -20.50598 1.65345  0.024
O: -17.03151 -21.92927 3.23088  0.126
O: -15.99313 -19.22043 6.99975  0.116
O: -16.75641 -21.26176 7.54702  0.006
O: -18.15366 -21.88255 1.34149  -0.027
O: -16.67288 -19.74891 9.11178  0.001
N: -15.69243 -10.23484 2.31000  0.055
N: -15.71827 -15.26603 7.96833  0.083
N: -19.88171 -14.98433 8.03423  0.057
N: -12.10157 -14.01366 2.85705  0.051
N: -19.99291 -12.09667 0.42659  0.068
N: -14.19419 -17.36115 -0.81832  0.075
N: -16.45661 -16.69790 1.83508  0.066
N: -11.99655 -21.20469 2.96192  0.037
N: -18.56872 -18.12175 -1.43167  0.045
C: -20.54864 -13.88663 7.76697  -0.178
C: -10.61107 -15.52213 1.66252  -0.062
C: -13.82403 -19.71982 3.39309  -0.042
C: -18.79322 -14.81697 5.83401  -0.063
C: -18.78887 -18.14969 -2.75856  -0.128
C: -16.81020 -10.98106 2.47776  -0.163
C: -20.29197 -13.10495 6.64702  -0.062
C: -14.76107 -11.71102 3.92913  -0.085
C: -15.30135 -12.91492 7.49198  -0.074
C: -16.40084 -19.99654 7.78997  -0.607
C: -13.26519 -20.99089 3.20261  -0.164
C: -11.50532 -18.92115 3.41179  -0.055
C: -15.51047 -15.80967 2.14467  -0.154
C: -17.00042 -11.97139 3.39829  -0.069
C: -12.87102 -18.71846 3.63013  -0.075
C: -17.94609 -17.06020 -0.88982  -0.163
C: -19.00562 -12.98043 0.32688  -0.167
C: -15.95702 -12.30184 4.23775  -0.068
C: -13.51894 -14.50154 7.33851  -0.070
C: -14.33852 -19.19556 -2.34562  -0.075
C: -16.27701 -18.39569 9.46921  -0.028
C: -13.57639 -18.19472 0.04729  -0.126
C: -17.47816 -16.00789 -1.65749  -0.087
C: -20.96817 -12.46899 1.31628  -0.132
C: -10.09609 -14.81133 3.93446  -0.057
C: -14.56751 -17.89094 -1.98546  -0.166
C: -16.59744 -21.73461 6.15858  -0.008
C: -16.93532 -20.01955 0.37502  -0.037
C: -16.89016 -17.47923 2.87310  -0.119
C: -19.45697 -13.59243 5.62917  -0.073
C: -19.84008 -14.46615 2.00649  -0.083
C: -13.97365 -13.17323 7.21314  -0.069
C: -16.43365 -17.35889 4.18350  -0.090
C: -15.03291 -15.52305 3.42678  -0.041
C: -19.11809 -15.50614 7.02568  -0.136
C: -13.32880 -19.56648 -0.20794  -0.041
C: -15.14209 -11.22149 -0.89144  -0.987
C: -13.68179 -20.01992 -1.45703  -0.086
C: -16.10134 -13.99434 7.84074  -0.153
C: -15.54187 -16.35834 4.45815  -0.078
C: -18.29818 -17.13096 -3.61952  -0.070
C: -14.40238 -15.50738 7.70390  -0.157
C: -9.82506 -15.57516 2.80114  -0.102
C: -11.72120 -14.67073 1.71711  -0.119
C: -18.92339 -22.93254 1.89586  -0.033
C: -20.88875 -13.58824 2.12389  -0.100
C: -18.86530 -14.17281 1.05617  -0.056
C: -11.27399 -14.06010 3.89856  -0.162
C: -14.68305 -10.64403 3.04738  -0.196
C: -17.18767 -21.45801 2.16194  -0.662
C: -17.68255 -16.02535 -3.04857  -0.078
C: -11.13334 -20.23422 3.07147  -0.174
H: -16.77034 -18.04554 4.96027  0.100
H: -14.40210 -10.47711 -1.19151  0.036
H: -19.78683 -15.38060 2.58098  0.106
H: -15.57086 -21.45146 5.90155  0.087
H: -12.47833 -14.68085 0.93133  0.082
H: -17.17524 -17.82626 9.69557  0.098
H: -13.34818 -17.74829 0.99626  0.077
H: -13.25739 -12.40064 6.94425  0.105
H: -10.81282 -18.06763 3.40847  0.083
H: -15.94926 -10.72226 -0.38361  0.002
H: -17.15581 -21.23085 5.40000  0.058
H: -15.64820 -18.52452 10.29985  0.074
H: -19.34045 -23.52943 1.08090  0.100
H: -15.11905 -17.22382 -2.62824  0.090
H: -18.05056 -15.28471 5.18191  0.085
H: -14.66991 -19.56840 -3.31703  0.110
H: -12.90427 -20.15495 0.56721  0.077
H: -18.29113 -23.60789 2.46552  0.092
H: -15.17033 -15.27976 1.26275  0.080
H: -14.88792 -19.55689 3.48361  0.083
H: -17.97341 -12.42405 3.42011  0.073
H: -19.65576 -22.45101 2.55065  0.108
H: -10.48940 -16.14111 0.79278  0.103
H: -19.30896 -13.13494 4.67825  0.057
H: -16.67553 -22.81159 6.08451  0.095
H: -16.12721 -13.11755 4.91269  0.085
H: -13.91656 -21.87450 3.17095  0.112
H: -21.80012 -11.77963 1.34126  0.098
H: -8.96963 -16.25336 2.90879  0.112
H: -18.02387 -14.82529 0.81331  0.066
H: -14.24154 -14.83662 3.60614  0.063
H: -18.52058 -16.36938 7.33094  0.096
H: -17.89894 -17.07550 0.22681  0.082
H: -17.15353 -13.82177 8.10768  0.105
H: -9.50711 -14.83178 4.80745  0.088
H: -21.71733 -13.74399 2.80846  0.106
H: -17.97988 -19.70294 0.43995  0.085
H: -11.53378 -13.38582 4.72284  0.097
H: -21.20469 -13.49536 8.50731  0.094
H: -18.23812 -12.72910 -0.37357  0.077
H: -13.69803 -10.18806 2.79888  0.120
H: -15.74897 -11.97666 7.42419  0.091
H: -12.49664 -14.76109 7.13518  0.092
H: -15.67226 -17.88487 8.72604  0.051
H: -17.29092 -15.17898 -3.61574  0.106
H: -16.91050 -15.26343 -1.15675  0.081
H: -20.70057 -12.10610 6.48228  0.104
H: -16.35507 -19.15416 0.13163  0.059
H: -13.82458 -12.02625 4.36419  0.081
H: -16.84369 -20.72126 -0.45229  0.106
H: -13.20060 -17.69270 3.82836  0.091
H: -18.42268 -17.15829 -4.68515  0.090
H: -17.67804 -10.66636 1.89714  0.104
H: -10.07429 -20.56913 2.98022  0.113
H: -13.98181 -16.49843 7.82456  0.104
H: -15.16029 -16.22224 5.46978  0.085
H: -17.68546 -18.21589 2.67520  0.112
H: -13.50171 -21.03140 -1.73066  0.100
H: -19.42646 -18.97654 -3.11741  0.106

As for the HOMO-LUMO gap: 9.8208 eV. As for the total energy: -3881.4249 a.u. As for the SMILES: COC(=O)OC.COC(=O)OC.c1ccncc1.c1ccncc1.c1ccncc1.c1ccncc1.c1ccncc1.c1ccncc1.c1ccncc1.c1ccncc1.c1ccncc1.ClCCl. For the HOMO energy, the calculation gives -9.33 eV. Its LUMO energy is 0.49 eV.



Density functional theory data (wB97M-V/def2-TZVPD) for C52H61N4OPSY as an isolated structure in a non-equilibrium geometry.

Last column: Löwdin charge in e.
Geometry (Å):
Y: 1.03273 0.73823 0.33498  1.445
S: 1.57603 1.09723 5.64888  1.152
P: 0.61643 -2.14857 -0.05982  1.129
O: 1.29513 4.74633 -1.31092  0.115
N: 1.90613 0.73363 -2.38852  0.068
N: 0.64613 0.30533 3.35978  0.044
N: 0.58233 2.64543 -0.52602  -0.027
N: 4.01993 0.01533 -0.75272  0.097
C: 3.41773 2.76213 1.14138  -0.163
C: -2.35467 2.86663 -1.34022  -0.184
C: 4.19343 0.03443 -2.15212  -0.255
C: 0.96663 3.69803 -0.90922  -0.500
C: -0.04277 -4.56227 -1.51562  -0.068
C: -1.43387 -1.44417 6.50818  -0.072
C: -1.82307 -1.75067 5.20508  -0.061
C: 3.11073 0.47343 -2.96562  -0.166
C: -3.43717 -1.41847 0.66458  -0.044
C: 3.28763 2.78963 3.88358  -0.065
C: -2.81857 -0.64917 -2.58212  -0.362
C: 1.55353 1.07213 3.89228  -0.514
C: -2.40117 1.74973 -2.15832  -0.008
C: 0.93453 1.16653 -3.16782  -0.154
C: -1.41317 2.41693 2.78578  -0.055
C: 1.07093 1.39363 -4.54622  -0.025
C: -2.26747 -0.57197 -4.00912  -0.061
C: 5.37363 -0.35057 -2.74752  -0.017
C: 5.56113 -0.24807 -4.13102  -0.063
C: 4.14313 3.65973 3.24688  -0.065
C: 0.05793 -2.43607 -2.75342  -0.106
C: -2.05067 1.37173 0.55468  -0.180
C: -4.18587 4.26153 -2.17062  -0.049
C: -3.82707 -2.59327 1.27578  -0.038
C: 3.07483 -2.47157 1.11438  -0.119
C: 2.53573 1.84753 1.74028  -0.215
C: -2.22457 2.64563 0.01668  -0.007
C: 0.24673 -0.01257 5.64668  -0.451
C: -2.89267 -3.59277 1.47268  -0.054
C: 2.17133 -3.44127 -2.04582  -0.078
C: -2.24797 5.40543 -1.07902  -0.055
C: 1.67823 -3.09917 1.25248  -0.652
C: 4.20343 3.64823 1.86378  -0.067
C: 0.71123 -3.23867 -1.63542  -0.653
C: 1.81653 -4.62307 1.17998  -0.078
C: -0.39687 -0.56567 6.74268  -0.079
C: -2.12167 -1.15907 0.26268  -0.181
C: 3.32483 0.60013 -4.36812  -0.144
C: 4.56953 0.24773 -4.92902  -0.029
C: -2.30997 0.45193 -1.67302  -0.140
C: -0.12207 -0.31737 4.31938  -0.329
C: -1.17627 -2.20187 0.42978  -0.292
C: 2.26673 1.10913 -5.14792  0.014
C: -4.35067 -0.55187 -2.65582  -0.032
C: -1.60357 -3.39767 1.01908  -0.122
C: -2.67207 4.21433 -1.93012  -0.368
C: -2.18117 1.29823 2.06718  -0.366
C: -1.17747 -1.21147 4.11428  -0.042
C: 2.48533 1.90243 3.15428  -0.272
C: 1.17303 -2.74817 2.64448  -0.099
C: -3.66117 1.40783 2.46798  -0.026
C: -2.00127 0.23683 -0.30792  -0.128
H: 3.48533 2.83793 0.05578  0.082
H: -3.16337 -4.51687 1.96038  0.115
H: -4.18027 -0.65517 0.48448  0.113
H: -2.63877 -2.43997 5.04798  0.107
H: 0.41833 -1.40927 -2.75182  0.051
H: -2.61357 1.90293 -3.20402  0.121
H: 2.19233 -3.91807 -3.02502  0.095
H: 6.51773 -0.52177 -4.54932  0.112
H: -4.84927 -2.71997 1.59738  0.117
H: 4.84733 4.34013 1.34038  0.110
H: 2.73573 -4.07817 -1.37372  0.061
H: 0.21163 -3.20207 2.86518  0.072
H: -1.80987 0.33523 2.41458  0.080
H: 2.20813 -4.97647 0.23418  0.059
H: 1.09363 -1.66927 2.74078  0.037
H: -1.07917 -4.39307 -1.22632  0.074
H: -4.46617 5.20753 -2.62352  0.084
H: -4.81057 -0.57967 -1.67152  0.071
H: 3.02563 -1.38607 1.25708  0.041
H: -1.01747 -2.45127 -2.64552  0.056
H: -1.20557 5.32033 -0.78772  0.064
H: 3.22163 2.81403 4.96218  0.072
H: 0.23823 1.77583 -5.11792  0.114
H: -1.93587 -1.91827 7.33668  0.109
H: -2.86317 5.49313 -0.18712  0.082
H: 3.91903 0.96303 -0.39122  0.042
H: 4.72913 0.37593 -5.98862  0.117
H: -2.57447 -1.61607 -2.13242  0.109
H: 0.40843 -5.25437 -0.81432  0.063
H: -2.61487 -1.42187 -4.59312  0.094
H: -4.51097 3.45103 -2.81872  0.073
H: -0.09007 -0.31327 7.74628  0.113
H: -1.18217 -0.55837 -4.01992  0.047
H: 2.41383 1.25733 -6.20802  0.125
H: 0.29973 -2.88377 -3.71472  0.103
H: -3.73867 1.54343 3.54418  0.090
H: -4.73367 -1.38567 -3.24042  0.089
H: 0.88443 -5.14027 1.39138  0.074
H: -1.30547 2.15293 3.83588  0.085
H: -4.12707 2.25603 1.97198  0.089
H: -2.15947 4.28633 -2.89382  0.143
H: 2.52713 -4.92757 1.94888  0.096
H: 3.72783 -2.87627 1.88668  0.095
H: -1.47637 -1.49647 3.11588  0.087
H: 1.88443 -3.10487 3.38788  0.106
H: 3.52873 -2.67527 0.14798  0.061
H: -0.05357 -5.05057 -2.48972  0.099
H: -0.42167 2.57343 2.35178  0.064
H: -0.01487 1.37253 -2.68552  0.076
H: -2.30547 3.48473 0.68538  0.115
H: 2.67093 -2.47717 -2.13422  0.070
H: -4.64867 0.37563 -3.13862  0.084
H: -4.71047 4.16973 -1.22252  0.088
H: -1.95777 3.35663 2.74328  0.086
H: -0.89297 -4.19847 1.13718  0.084
H: 4.82953 -0.40867 -0.30792  0.102
H: -2.37517 6.31773 -1.65662  0.088
H: 4.74573 4.35063 3.81438  0.110
H: -2.62167 0.32413 -4.51182  0.077
H: -4.20857 0.50813 2.20798  0.060
H: 6.18443 -0.72937 -2.13932  0.116

As for the total charge: +1. As for the HOMO-LUMO gap: 8.0787 eV. As for the total energy: -3090.1985 a.u. For the HOMO energy, the calculation gives -10.55 eV. Its LUMO energy is -2.47 eV.



Density functional theory data (wB97M-V/def2-TZVPD) for C52H62Be2Cl2F3N8O2 as an isolated structure in a non-equilibrium geometry.

Last column: Löwdin charge in e.
Geometry (Å):
Cl: 1.23495 -5.62169 0.60569  -0.194
Cl: 3.30230 -3.71096 3.62242  -0.185
F: 2.85862 0.27845 -2.89001  0.206
F: 1.84112 -1.65030 -3.33498  0.141
F: 1.47720 0.07300 -4.45461  0.158
O: 0.24665 1.47523 -2.04130  -0.080
O: 1.27285 -0.06113 -0.73015  -0.083
N: 0.76159 4.19563 -6.17308  -0.097
N: -3.80833 -2.45172 -7.82374  -0.078
N: 4.48168 -0.31453 5.04221  -0.069
N: -1.61486 10.82432 -6.38390  -0.058
N: -0.86246 2.42608 8.74400  -0.056
N: 1.02636 -6.05194 -4.31299  -0.060
N: -2.07739 -3.15809 2.48870  -0.074
N: -0.07769 -3.73604 9.25260  -0.075
C: -0.26191 -5.72985 -6.26498  0.081
C: -1.96697 2.96135 9.65047  0.102
C: 0.90197 2.72241 -6.16096  0.029
C: -1.78134 10.03694 -5.29806  0.026
C: -1.89000 -3.51362 7.70580  0.078
C: -0.27112 8.37114 -6.21383  -0.084
C: -0.99153 -3.51267 6.63816  -0.115
C: 0.79878 4.85915 -4.98669  0.011
C: -0.86642 10.44260 -7.41758  0.058
C: -2.63202 -2.32367 3.38735  0.008
C: -1.07304 8.87266 -5.18553  0.025
C: -1.18891 -4.07805 2.92468  0.010
C: -2.36985 -2.37710 4.74906  0.060
C: 0.83206 4.87673 -7.33082  0.066
C: 1.19723 1.37446 7.18328  -0.111
C: 0.39045 -3.64657 6.92007  0.049
C: -0.25693 9.18740 -7.36472  0.075
C: 3.25211 -0.36611 4.47563  -0.016
C: 0.38327 -3.78785 10.66855  0.056
C: 3.59278 0.81569 6.90351  0.064
C: 0.88848 -4.76136 -3.91568  -0.002
C: -2.67645 -2.95389 -5.80517  0.049
C: 0.09768 1.97287 6.61990  0.010
C: 0.12846 1.74789 9.35170  0.033
C: 0.64053 6.27319 -7.28091  0.071
C: 1.36985 -1.43584 -0.39053  -0.243
C: -0.77324 -4.08571 4.24399  0.048
C: 4.66645 0.22360 6.26383  0.059
C: 5.60682 -1.04650 4.48217  0.018
C: 0.00253 -3.96038 -4.60793  0.028
C: 1.72582 -0.30583 -3.19076  -0.546
C: -2.77194 -2.90966 -8.51409  0.010
C: 1.24023 -1.66803 1.16493  -0.078
C: -0.58669 -4.42871 -5.80630  -0.089
C: 0.25242 6.95614 -6.15495  -0.093
C: -1.72281 -3.75319 -6.48869  -0.109
C: -2.32639 -3.14311 1.02985  0.037
C: 2.30302 0.82329 6.37057  -0.130
C: -2.44552 12.04947 -6.45550  0.069
C: -1.38702 -3.68580 9.00179  0.045
C: 0.73970 0.17239 -2.05277  -0.336
C: 1.98826 -6.90666 -3.53874  0.065
C: 2.16623 0.25815 5.11338  0.035
C: 0.52388 -6.52522 -5.47868  0.052
C: -5.02112 -2.11483 -8.65984  0.100
C: -3.78820 -2.42535 -6.48146  0.032
C: 0.83666 -3.61189 8.24812  0.044
C: 0.42314 6.23151 -4.95722  0.056
C: 1.20282 1.21227 8.62616  0.093
C: -1.75732 -3.59496 -7.89017  0.062
C: -1.41579 -3.30320 5.19952  -0.101
C: -0.86409 2.53578 7.40105  0.016
Be: 3.67643 -4.14895 0.72203  0.904
Be: -0.14211 3.08906 -0.07222  1.254
H: -4.68732 -2.05000 -6.01486  0.152
H: -3.34646 -3.52087 0.93474  0.126
H: -2.62323 3.50017 8.96869  0.107
H: -0.02755 2.10639 5.55440  0.126
H: 1.46938 -3.83590 10.76084  0.114
H: -2.64691 -2.90933 -4.72567  0.118
H: 1.44407 -2.69511 1.46584  -0.027
H: 0.02672 -2.92592 -4.29745  0.103
H: -2.05769 12.71229 -7.22601  0.122
H: -3.33487 -1.60338 2.99070  0.153
H: 2.40540 -1.72591 -0.61078  0.104
H: -0.08586 -3.08195 11.34782  0.124
H: 5.40017 -2.09551 4.27072  0.049
H: -0.73150 -4.74373 2.21535  0.067
H: -1.80649 2.91468 7.02931  0.155
H: -2.30877 -2.09571 0.73442  0.097
H: 0.71165 2.27278 -7.13239  0.115
H: -3.43454 11.70759 -6.76462  0.129
H: -4.71753 -1.25705 -9.25438  0.125
H: -2.54681 12.54729 -5.49403  0.122
H: -1.24008 8.37261 -4.24140  0.124
H: 1.36500 -4.43272 -3.00536  0.123
H: 0.94712 4.31044 -8.24380  0.164
H: -0.13425 -0.49255 -2.06119  0.161
H: -5.81009 -1.98109 -7.92360  0.111
H: 2.39966 -7.62309 -4.24525  0.119
H: 5.67804 0.32557 6.63141  0.171
H: -5.20294 -3.01623 -9.24158  0.127
H: 0.79460 -2.20552 -0.90765  0.118
H: 0.01355 -4.79826 4.45233  0.139
H: 6.48088 -1.00964 5.12778  0.124
H: 0.68818 4.39883 -4.01658  0.125
H: -0.64297 -6.19672 -7.16306  0.155
H: -2.88155 -3.18748 -9.55525  0.174
H: -1.71240 -3.82117 0.44314  0.096
H: -1.92577 -3.74948 9.93874  0.169
H: 2.70564 -6.26758 -3.03276  0.095
H: 1.09746 -3.63361 6.10150  0.099
H: 1.90840 -1.02985 1.74265  0.050
H: 0.17164 2.33872 -5.45068  0.091
H: 1.39288 -7.42828 -2.78913  0.116
H: 1.83095 -3.82469 8.61704  0.153
H: -2.96259 -3.47961 7.57286  0.147
H: 3.93871 1.20757 7.85210  0.150
H: 0.15289 1.61301 10.42508  0.167
H: -0.92331 11.02651 -8.32583  0.172
H: -1.02100 -4.14265 -8.46285  0.144
H: -2.53185 2.10620 10.01520  0.123
H: 3.24949 -0.71821 3.45679  0.092
H: 1.18543 0.24010 4.65730  0.114
H: -2.49530 10.29069 -4.52876  0.163
H: 2.05454 0.74712 9.09908  0.130
H: -1.46630 3.62628 10.34987  0.131
H: -2.99443 -1.78596 5.40335  0.140
H: 0.29512 6.66176 -3.97484  0.121
H: 0.24812 -1.40015 1.53500  0.062
H: 1.92931 2.58007 -5.82807  0.116
H: 0.23736 -4.82859 10.97268  0.136
H: 5.81579 -0.58304 3.51657  0.120
H: 0.75636 -7.54844 -5.74129  0.172
H: 0.17267 8.96085 -8.33214  0.138
H: 0.67123 6.67957 -8.28375  0.144

The calculation puts the relative energy (zero: lowest compared OMol25 entry of this formula, charge and spin) at 0.0 kcal/mol. As for the total charge: +9. As for the HOMO-LUMO gap: 1.8380 eV. As for the total energy: -3852.1659 a.u. For the HOMO energy, the calculation gives -24.97 eV. Its LUMO energy is -23.13 eV.



- Look up the HOMO-LUMO gap of the first one.
  9.8208 eV